Below is one molecule with the formula C12H25BN2O4, with properties calculated with ωB97M-V with the def2-TZVPD basis set.

Geometry as XYZ:
```
44
Properties=species:S:1:pos:R:3
O 0.372 -0.399 3.400
O 0.279 -0.791 -1.137
O -1.995 0.995 3.753
O -2.692 3.038 2.602
B -1.829 1.955 2.790
C 0.288 -0.468 2.193
C -0.352 -1.724 -0.653
N -0.037 -2.315 0.585
N -0.270 0.533 1.424
C 0.871 -1.658 1.491
C 1.299 -2.905 -3.039
C 1.941 3.250 1.110
C 1.030 2.302 -1.028
C -1.450 -2.343 -1.404
C -0.133 -3.004 -3.499
C -0.993 -3.449 -2.357
C 0.780 3.228 0.121
C -0.569 2.945 0.803
C -0.501 1.890 1.911
H -1.293 0.325 3.679
H -3.384 3.207 3.226
H -0.578 -3.082 0.931
H -0.324 0.435 0.384
H 1.142 -2.395 2.254
H 1.747 -1.325 0.911
H 1.371 -2.024 -2.402
H 1.676 -3.762 -2.464
H 2.065 -2.825 -3.814
H 1.685 3.953 1.903
H 1.983 2.217 1.492
H 2.936 3.517 0.716
H 1.994 2.553 -1.515
H 0.271 2.373 -1.816
H 1.055 1.251 -0.769
H -1.914 -1.572 -1.967
H -2.157 -2.716 -0.659
H -0.462 -2.049 -3.914
H -0.213 -3.725 -4.316
H -0.452 -4.244 -1.791
H -1.865 -3.958 -2.757
H 0.690 4.226 -0.310
H -1.319 2.613 0.086
H -1.002 3.860 1.238
H 0.309 2.066 2.611
```

- SMILES string = CCCCC(=O)NCC(=O)N[C@@H](CC(C)C)B(O)O
- Kohn-Sham gap (eV) = 9.67
- ΔE to the lowest compared entry with this formula, charge and spin (kcal per mole) = 1.7
- HOMO energy (eV) = -9.14

Atom charges from the natural (NBO) analysis, given in e for atoms 1 to 5:
1. O -0.648
2. O -0.659
3. O -0.903
4. O -0.907
5. B 1.124

=====

Below is a 3-piece molecular cluster, C12H25BN3O5 overall, with properties calculated with ωB97M-V with the def2-TZVPD basis set.

Geometry as XYZ:
```
46
Properties=species:S:1:pos:R:3
C -0.307 2.492 -4.219
C -0.757 2.162 -3.161
N -1.463 1.580 -2.150
C -0.748 0.486 -1.435
C -0.991 -0.880 -2.063
C -0.595 -1.008 -3.508
N -1.397 -0.866 -4.479
B 0.808 0.831 -1.283
O 1.193 1.880 -0.470
N 1.881 0.030 -1.916
C 2.627 0.827 -2.918
C 2.819 -0.327 -0.819
C -1.258 0.459 0.029
O -0.971 -0.569 0.679
O -1.909 1.469 0.421
H 0.200 2.773 -5.104
H -1.688 2.313 -1.480
H -2.041 -1.151 -1.969
H -0.415 -1.594 -1.484
H 0.437 -1.215 -3.761
H -2.327 -0.645 -4.121
H 0.677 2.673 -0.635
H 2.272 0.552 -3.910
H 2.487 1.899 -2.799
H 3.674 0.549 -2.875
H 3.475 -1.129 -1.142
H 3.456 0.528 -0.577
H 2.284 -0.593 0.083
C -3.007 1.406 4.506
C -4.279 2.003 3.936
O -3.999 3.159 3.157
H -2.487 2.139 5.125
H -3.218 0.522 5.113
H -2.328 1.120 3.699
H -4.953 2.313 4.736
H -4.799 1.266 3.314
H -3.413 2.880 2.441
C 2.244 -3.618 3.188
C 2.094 -3.109 1.766
O 3.344 -2.667 1.232
H 2.651 -2.835 3.829
H 1.282 -3.937 3.592
H 2.934 -4.465 3.227
H 1.420 -2.255 1.733
H 1.683 -3.891 1.120
H 3.952 -3.411 1.237
```

- Kohn-Sham gap (eV) = 8.09
- ΔE to the lowest compared entry with this formula, charge and spin (kcal per mole) = 0.0
- net charge = -1
- HOMO energy (eV) = -5.27

Atom charges from the natural (NBO) analysis, given in e for atoms 1 to 5:
1. C -0.365
2. C 0.157
3. N -0.635
4. C -0.388
5. C -0.468

=====

Below is a 2-piece molecular cluster, C12H25Br2N3O2 overall, with properties calculated with ωB97M-V with the def2-TZVPD basis set.

Geometry as XYZ:
```
44
Properties=species:S:1:pos:R:3
C -0.303 3.087 0.957
C -0.717 2.123 -0.144
O -1.606 1.091 0.365
C -1.151 -0.174 0.213
C -2.074 -1.254 0.755
C -3.345 -1.454 -0.056
C -4.556 -0.789 0.585
C -5.773 -0.771 -0.316
Br -4.978 -1.738 2.253
N -1.127 -2.395 0.672
C 0.142 -1.891 0.820
N 1.239 -2.563 0.854
C 2.556 -1.899 0.899
N 0.178 -0.483 0.818
Br 0.266 0.048 2.648
H -0.645 4.099 0.742
H 0.777 3.107 1.089
H -0.750 2.781 1.903
H -1.281 2.629 -0.927
H 0.146 1.645 -0.610
H -0.960 -0.423 -0.847
H -2.312 -1.049 1.802
H -3.218 -1.024 -1.054
H -3.547 -2.519 -0.181
H -4.300 0.219 0.909
H -6.201 -1.767 -0.427
H -6.542 -0.108 0.078
H -5.487 -0.411 -1.307
H -1.336 -3.182 1.274
H 1.182 -3.568 0.766
H 2.633 -1.120 0.078
H 3.325 -2.641 0.708
H 2.702 -1.438 1.873
C 3.310 2.052 -1.313
C 4.261 0.866 -1.054
C 5.286 0.794 -2.198
O 3.586 -0.302 -0.907
H 2.753 1.860 -2.235
H 2.595 2.129 -0.487
H 3.833 3.010 -1.407
H 4.841 1.140 -0.138
H 4.757 0.587 -3.133
H 5.983 -0.025 -2.011
H 5.858 1.721 -2.311
```

- Kohn-Sham gap (eV) = 4.81
- ΔE to the lowest compared entry with this formula, charge and spin (kcal per mole) = 72.1
- HOMO energy (eV) = -5.99

Atom charges from the natural (NBO) analysis, given in e for atoms 1 to 5:
1. C -0.649
2. C -0.083
3. O -0.525
4. C 0.249
5. C -0.075

=====

Below is a 2-piece molecular cluster, C12H25BrN2O5P overall, with properties calculated with ωB97M-V with the def2-TZVPD basis set.

Geometry as XYZ:
```
46
Properties=species:S:1:pos:R:3
C 5.620 1.876 1.031
C 6.275 3.240 0.915
N 5.341 4.348 0.595
O 4.093 3.880 0.122
C 3.142 4.060 1.026
O 3.291 4.167 2.163
O 1.897 4.092 0.451
P 1.153 2.573 0.192
O 1.180 1.881 1.662
Br 2.477 1.337 -1.179
H 4.914 1.794 1.849
H 5.197 1.554 0.093
H 6.420 1.167 1.241
H 6.758 3.485 1.856
H 7.009 3.172 0.115
H 5.724 4.830 -0.204
H 1.320 0.924 1.531
C -2.414 0.053 -2.101
C -2.160 -0.424 -0.656
C -3.500 -0.481 0.093
C -4.423 -1.625 -0.328
C -3.655 -2.846 -0.853
C -2.197 -2.940 -0.375
N -1.507 -1.729 -0.763
O -0.152 -1.719 -0.384
C -1.563 -4.110 -1.126
C -2.161 -3.263 1.130
C -1.315 0.627 0.035
H -1.470 0.133 -2.643
H -2.900 1.040 -2.124
H -3.053 -0.644 -2.646
H -3.304 -0.574 1.165
H -4.030 0.472 -0.018
H -5.038 -1.913 0.530
H -5.125 -1.282 -1.094
H -4.202 -3.756 -0.585
H -3.658 -2.818 -1.947
H -1.519 -3.899 -2.197
H -2.151 -5.026 -0.986
H -0.550 -4.307 -0.776
H -2.689 -4.202 1.336
H -2.629 -2.487 1.740
H -1.133 -3.384 1.476
H -1.832 1.593 0.043
H -0.371 0.775 -0.477
H -1.109 0.357 1.072
```

- Kohn-Sham gap (eV) = 3.98
- net charge = -1
- HOMO energy (eV) = -1.44

Atom charges from the natural (NBO) analysis, given in e for atoms 1 to 5:
1. C -0.626
2. C -0.239
3. N -0.318
4. O -0.391
5. C 0.975

=====

Below is C12H25Cl2N3Nd as an isolated structure, with properties calculated with ωB97M-V with the def2-TZVPD basis set.

Geometry as XYZ:
```
43
Properties=species:S:1:pos:R:3
Nd 0.317 -0.311 -0.040
Cl 0.105 -2.878 -0.547
Cl 1.416 2.012 0.536
C 2.499 -0.368 -1.764
H 3.062 0.229 -1.039
H 2.878 -1.370 -2.003
C -1.774 0.555 -0.843
C 1.478 0.170 -2.495
H -2.734 0.725 -0.300
C 0.852 -0.610 -3.622
H 1.176 1.226 -2.388
C -0.451 -0.011 -4.190
H 1.571 -0.687 -4.460
H 0.686 -1.645 -3.264
C -1.689 -0.200 -3.290
H -0.296 1.054 -4.410
H -0.656 -0.522 -5.138
C -1.873 0.967 -2.265
H -2.580 -0.210 -3.939
H -1.624 -1.168 -2.762
H -1.082 1.732 -2.448
H -2.848 1.453 -2.472
C -2.762 -0.036 4.181
N -1.346 -0.259 4.463
C -1.012 -0.686 5.821
C -0.493 -0.449 3.421
N -0.908 -0.361 2.162
N 0.824 -0.775 3.670
C 1.580 -0.173 4.764
C 1.647 -1.226 2.547
H -3.304 -0.054 5.130
H -3.161 -0.821 3.521
H -2.919 0.933 3.684
H -0.383 -1.587 5.817
H -0.492 0.103 6.385
H -1.949 -0.904 6.348
H -1.893 -0.095 2.138
H 1.922 -0.942 5.479
H 2.471 0.326 4.352
H 0.983 0.575 5.293
H 1.045 -1.852 1.861
H 2.103 -0.359 2.014
H 2.464 -1.859 2.923
```

- Kohn-Sham gap (alpha / beta) (eV) = 2.93 / 3.10
- ΔE to the lowest compared entry with this formula, charge and spin (kcal per mole) = 0.0
- spin multiplicity = 4
- net charge = -1
- HOMO energy (alpha / beta) (eV) = -0.50 / -0.67

Atom charges from the Mulliken analysis, given in e for atoms 1 to 5:
1. Nd -0.051
2. Cl -0.556
3. Cl -0.549
4. C -0.812
5. H 0.394

=====

| no. | E_tot (eV) |
| --- | --- |
| 1 | -24700.0079 |
| 2 | -28234.1876 |
| 3 | -161495.9717 |
| 4 | -105397.0300 |
| 5 | -57641.4872 |